a.
{"formula": "CH3F2OP", "method": "ωB97M-V/def2-TZVPD", "homo_lumo_gap_ha": 0.4332, "e_homo_ha": -0.4010, "smiles": "COP(F)F", "mol_weight_g_mol": 100.0, "symbols": ["C", "O", "P", "F", "F", "H", "H", "H"], "positions_angstrom": [[-0.498, -0.118, -0.182], [-0.901, 0.676, -1.322], [0.124, 1.574, -2.296], [-0.933, 2.770, -2.544], [-0.247, 0.848, -3.733], [-1.147, -0.926, 0.046], [-0.509, 0.406, 0.752], [0.469, -0.512, -0.199]]}

---

b.
{"formula": "CH3F2OP", "method": "ωB97M-V/def2-TZVPD", "homo_lumo_gap_ha": [0.3232, 0.2877], "e_homo_ha": [-0.3396, -0.2958], "mol_weight_g_mol": 100.0, "symbols": ["C", "O", "F", "F", "P", "H", "H", "H"], "positions_angstrom": [[1.156, -0.692, 0.631], [-1.705, 1.355, -0.570], [2.018, -1.561, 0.139], [1.695, 0.529, 0.714], [-1.071, 0.100, -1.406], [0.926, -0.984, 1.705], [-0.877, 1.983, -0.457], [-2.143, -0.729, -0.757]]}

---

Stability verdict: a, ahead by 5.305 eV